No. 1
H3N3O4 in the gas phase at a distorted geometry. Source: OMol25; level of theory: the ωB97M-V functional and the def2-TZVPD basis.

Each atom is followed by the atoms it is bonded to, with distances in Å.
Atoms and positions in Å:
1 N 0.64 1.42 0.31  N2 1.349, H8 1.064, H9 0.967
2 N 0.05 0.21 0.33  N1 1.349, O3 1.597, N5 1.368
3 O 0.92 -0.83 -0.51  N2 1.597, O4 1.362
4 O 1.00 -1.93 0.28  O3 1.362, H10 0.995
5 N -1.29 0.15 0.08  N2 1.368, O6 1.187, O7 1.197
6 O -1.82 1.18 -0.17  N5 1.187
7 O -1.75 -0.95 -0.03  N5 1.197
8 H 0.39 1.90 -0.61  N1 1.064
9 H 1.60 1.33 0.36  N1 0.967
10 H 0.24 -2.48 -0.04  O4 0.995

Calculated values
- total charge = 0
- SMILES = NN(OO)[N+](=O)[O-]


No. 2
2 unconnected molecules or ions with the total composition C5H11N3O2 at a distorted geometry. Source: OMol25; level of theory: the ωB97M-V functional and the def2-TZVPD basis.

Each atom is followed by the atoms it is bonded to, with distances in Å.
Atoms and positions in Å:
1 C 0.04 -0.28 -2.21  C2 1.516, H7 1.089, H8 1.093, H9 1.090
2 C 1.08 -0.09 -1.13  C1 1.516, O3 1.418, C4 1.790, H10 1.098
3 O 1.65 1.20 -0.94  C2 1.418, H11 0.973
4 C 0.73 -1.01 0.37  C2 1.790, N5 1.398, O6 1.222
5 N 1.69 -0.60 1.29  C4 1.398, H12 1.011, H13 1.008
6 O 0.55 -2.19 0.15  C4 1.222
7 H -0.90 0.20 -1.95  C1 1.089
8 H 0.35 0.11 -3.18  C1 1.093
9 H -0.10 -1.36 -2.34  C1 1.090
10 H 1.95 -0.69 -1.42  C2 1.098
11 H 1.27 1.97 -1.40  O3 0.973
12 H 2.01 0.35 1.21  N5 1.011
13 H 2.39 -1.29 1.54  N5 1.008
14 C -2.35 -0.49 1.68  N15 1.449, H18 1.089, H19 1.091, H20 1.090
15 N -1.19 -0.06 0.92  C14 1.449, C16 1.234
16 C -0.86 1.09 0.63  N15 1.234, N17 1.209
17 N -0.56 2.23 0.38  C16 1.209, H21 1.009
18 H -2.57 -1.53 1.46  C14 1.089
19 H -2.18 -0.35 2.75  C14 1.091
20 H -3.22 0.10 1.38  C14 1.090
21 H 0.22 2.71 0.81  N17 1.009

Calculated values
- total charge = 0
- SMILES = C[C@@H](O)C(N)=O.CN=C=N


No. 3
C4H10Cl2N2 in the gas phase at a distorted geometry. Source: OMol25; level of theory: the ωB97M-V functional and the def2-TZVPD basis.

Each atom is followed by the atoms it is bonded to, with distances in Å.
Atoms and positions in Å:
1 C 1.16 1.61 0.26  N2 1.479, H9 1.124, H10 1.162, H11 1.109
2 N 0.18 0.68 -0.35  C1 1.479, C3 1.429, N4 1.437
3 C 0.61 0.14 -1.61  N2 1.429, H12 1.132, H13 1.103, H14 1.187
4 N -0.36 -0.17 0.68  N2 1.437, C5 1.350, C6 1.572
5 C 0.20 -1.36 0.99  N4 1.350, H15 1.138, H16 1.081, H17 1.179
6 C -1.93 -0.20 0.58  N4 1.572, Cl7 1.652, Cl8 1.848, H18 1.057
7 Cl -2.48 1.14 -0.23  C6 1.652
8 Cl -2.49 -1.65 -0.42  C6 1.848
9 H 0.57 1.70 1.21  C1 1.124
10 H 2.15 1.07 0.54  C1 1.162
11 H 1.53 2.41 -0.41  C1 1.109
12 H 0.34 0.86 -2.44  C3 1.132
13 H 1.70 0.05 -1.72  C3 1.103
14 H 0.03 -0.84 -1.94  C3 1.187
15 H -0.02 -1.60 2.08  C5 1.138
16 H -0.19 -2.16 0.38  C5 1.081
17 H 1.38 -1.37 0.86  C5 1.179
18 H -2.38 -0.30 1.53  C6 1.057

Calculated values
- total charge = 0
- SMILES = CN(C)N(C)C(Cl)Cl


Table of energy above the lowest of the compared OMol25 structures with the same formula, charge and spin (kJ/mol), in record order: 44.5 348.7 130.7
Table of HOMO (eV), in record order: -10.07 -8.45 -8.73